Model one:
Entry from OMol25: C2H2N2OS2 in the gas phase (ωB97M-V/def2-TZVPD).

```
9
C2H2N2OS2 ωB97M-V/def2-TZVPD
O -2.36 -0.06 0.16
C -1.17 -0.01 0.03
S -0.25 -1.49 0.05
N 1.36 -1.18 -0.35
C 1.90 -0.07 0.01
N 1.21 0.99 0.48
S -0.26 1.52 -0.27
H 3.00 0.00 -0.01
H 1.69 1.72 0.95
```

M = 134.19 g mol⁻¹
Spin multiplicity = 1
Total charge = 0
SMILES string = O=C1SN=CNS1
Orbital gap = 9.163 eV

Atomic charges from the Löwdin analysis, expressed in e, are listed below:
1 O -0.043
2 C -1.043
3 S 0.968
4 N -0.311
5 C -0.401
6 N -0.335
7 S 0.961
8 H 0.132
9 H 0.072


Model two:
Entry from OMol25: C2H2N2OS2 in the gas phase (ωB97M-V/def2-TZVPD).

```
9
C2H2N2OS2 ωB97M-V/def2-TZVPD
O 2.28 -0.33 -1.15
C 1.19 -0.28 -0.72
N 0.65 0.96 -0.09
S -1.01 1.16 -0.19
C -1.46 -0.22 0.76
N -0.80 -1.26 0.72
S 0.25 -1.76 -0.50
H 1.08 1.91 -0.30
H -2.18 -0.18 1.46
```

M = 134.19 g mol⁻¹
Spin multiplicity = 1
Total charge = 0
SMILES string = O=C1NSC=NS1
Orbital gap = 9.337 eV

Atomic charges from the Löwdin analysis, expressed in e, are listed below:
1 O 0.036
2 C -0.823
3 N -0.334
4 S 0.905
5 C -0.577
6 N -0.363
7 S 1.005
8 H 0.115
9 H 0.036


The computed energies, referenced to the most stable structure and given in hartree, are model one 0.0000; model two 0.0222.


Model one:
Entry from OMol25: C4H11B in the gas phase (ωB97M-V/def2-TZVPD).

```
16
C4H11B ωB97M-V/def2-TZVPD
B 2.35 0.16 -0.24
C 0.89 0.51 0.15
C -0.48 -0.07 -0.37
C -0.71 -1.44 0.26
C -1.59 0.90 -0.09
H 2.64 -0.34 -1.23
H 3.20 0.55 0.64
H 0.91 1.50 -0.16
H 0.79 0.61 1.26
H -0.52 -0.22 -1.52
H -0.74 -1.53 1.35
H 0.32 -2.12 0.11
H -1.58 -1.94 -0.15
H -2.50 0.33 0.13
H -1.79 1.64 -0.86
H -1.18 1.46 0.72
```

M = 69.94 g mol⁻¹
Spin multiplicity = 1
Total charge = 0
SMILES string = BCC(C)C
Orbital gap = 11.463 eV

Atomic charges from the Löwdin analysis, expressed in e, are listed below:
1 B 0.006
2 C -0.228
3 C -0.462
4 C -0.108
5 C -0.094
6 H 0.004
7 H 0.055
8 H 0.077
9 H 0.113
10 H 0.155
11 H 0.066
12 H 0.136
13 H 0.063
14 H 0.081
15 H 0.079
16 H 0.058


Model two:
Entry from OMol25: a molecular structure, C4H11B (ωB97M-V/def2-TZVPD).

```
16
C4H11B ωB97M-V/def2-TZVPD
B -1.03 1.52 -0.35
C 1.78 0.07 -0.61
C -1.41 -1.18 -0.12
C 1.00 0.06 0.70
C -0.46 0.43 0.58
H -0.37 2.14 -1.09
H -2.17 1.77 -0.28
H 1.72 1.04 -1.09
H 1.40 -0.69 -1.29
H 2.83 -0.15 -0.41
H -2.45 -1.02 0.12
H -0.95 -1.98 0.43
H -1.22 -1.20 -1.18
H 1.09 -0.92 1.16
H 1.46 0.78 1.39
H -0.92 0.40 1.56
```

M = 69.94 g mol⁻¹
Spin multiplicity = 1
Total charge = 0
Orbital gap = 10.210 eV

Atomic charges from the Löwdin analysis, expressed in e, are listed below:
1 B -0.024
2 C -0.113
3 C 0.045
4 C -0.301
5 C -0.244
6 H 0.019
7 H 0.019
8 H 0.058
9 H 0.071
10 H 0.070
11 H 0.032
12 H 0.036
13 H 0.030
14 H 0.099
15 H 0.108
16 H 0.094


The computed energies, referenced to the most stable structure and given in hartree, are model one 0.0000; model two 0.0074.


Model one:
Entry from OMol25: a molecular structure, C7H8N2O (ωB97M-V/def2-TZVPD).

```
18
C7H8N2O ωB97M-V/def2-TZVPD
C 3.45 -0.10 -0.35
C 2.07 0.10 0.24
C -0.28 -0.34 -0.27
C -1.24 -1.30 0.11
C -2.53 -0.94 0.37
C -2.96 0.36 0.11
C -2.00 1.25 -0.29
H 4.29 -0.05 0.41
H 3.72 0.42 -1.07
H 3.63 -1.01 -0.64
H 1.38 -0.91 -1.58
H -0.81 -2.18 0.32
H -3.13 -1.91 0.63
H -3.98 0.52 0.14
H -2.26 2.59 -0.49
N 1.11 -0.61 -0.49
N -0.65 0.98 -0.56
O 1.85 0.73 1.25
```

M = 136.15 g mol⁻¹
Spin multiplicity = 1
Total charge = 0
Orbital gap = 10.254 eV

Atomic charges from the Löwdin analysis, expressed in e, are listed below:
1 C 0.012
2 C -0.497
3 C -0.282
4 C -0.038
5 C -0.076
6 C -0.106
7 C -0.142
8 H 0.130
9 H 0.001
10 H 0.018
11 H 0.232
12 H 0.065
13 H 0.145
14 H 0.074
15 H 0.189
16 N 0.074
17 N 0.115
18 O 0.085


Model two:
Entry from OMol25: 2 unconnected molecules or ions with the total composition C7H8N2O (ωB97M-V/def2-TZVPD).

```
18
C7H8N2O ωB97M-V/def2-TZVPD
O -1.42 -2.48 -0.91
C -0.80 -1.61 -1.44
C -0.16 -0.49 -0.80
C 0.41 0.49 -1.67
C 1.29 1.41 -1.15
C 1.53 1.55 0.23
C 0.81 0.71 1.06
N 0.55 0.24 2.43
N -0.09 -0.96 1.77
C 0.17 -0.39 0.53
H -0.65 -1.46 -2.61
H 0.29 0.53 -2.74
H 1.74 2.07 -1.94
H 2.12 2.28 0.61
H 1.30 0.00 3.08
H -1.03 -1.11 2.09
H -2.87 -0.08 0.62
H -3.20 -0.70 0.84
```

M = 136.15 g mol⁻¹
Spin multiplicity = 1
Total charge = 0
SMILES string = O=Cc1cccc2[nH][nH]c12.[H][H]
Orbital gap = 9.052 eV

Atomic charges from the Löwdin analysis, expressed in e, are listed below:
1 O 0.058
2 C -0.278
3 C -0.159
4 C -0.049
5 C -0.088
6 C 0.008
7 C -0.173
8 N 0.077
9 N 0.085
10 C -0.214
11 H 0.146
12 H 0.101
13 H 0.120
14 H 0.071
15 H 0.110
16 H 0.102
17 H 0.040
18 H 0.043


The computed energies, referenced to the most stable structure and given in hartree, are model one 0.0000; model two 0.0368.


Model one:
Entry from OMol25: C4H5ClN2O in the gas phase (ωB97M-V/def2-TZVPD).

```
13
C4H5ClN2O ωB97M-V/def2-TZVPD
N 0.74 -2.17 0.12
C 0.44 -0.81 0.05
C 1.31 0.25 0.14
C 0.54 1.43 0.13
C -0.79 1.16 0.01
O -2.02 1.81 -0.17
N -0.79 -0.32 0.07
Cl -2.10 -1.17 -0.58
H 1.39 -2.62 -0.46
H -0.12 -2.80 0.10
H 2.38 0.24 0.11
H 1.08 2.46 -0.03
H -2.06 2.54 0.51
```

M = 132.55 g mol⁻¹
Spin multiplicity = 1
Total charge = 0
SMILES string = Nc1ccc(O)n1Cl
Orbital gap = 8.066 eV

Atomic charges from the Löwdin analysis, expressed in e, are listed below:
1 N 0.097
2 C -0.466
3 C -0.070
4 C -0.083
5 C -0.325
6 O 0.001
7 N -0.420
8 Cl 0.745
9 H 0.067
10 H 0.087
11 H 0.093
12 H 0.145
13 H 0.130


Model two:
Entry from OMol25: C4H5ClN2O in the gas phase (ωB97M-V/def2-TZVPD).

```
13
C4H5ClN2O ωB97M-V/def2-TZVPD
H -3.22 -0.50 -0.01
N -2.59 -1.28 0.00
C -1.39 -0.85 0.00
N -0.25 -1.63 -0.01
C 0.86 -0.79 0.00
Cl 2.44 -1.41 0.00
C 0.43 0.47 0.00
C 1.09 1.79 0.00
O -0.95 0.45 0.00
H -0.27 -2.64 0.03
H 0.83 2.36 0.90
H 2.21 1.66 -0.01
H 0.82 2.36 -0.89
```

M = 132.55 g mol⁻¹
Spin multiplicity = 1
Total charge = 0
SMILES string = [H]/N=c1/[nH]c(Cl)c(C)o1
Orbital gap = 8.682 eV

Atomic charges from the Löwdin analysis, expressed in e, are listed below:
1 H 0.045
2 N 0.129
3 C -0.479
4 N 0.102
5 C -0.691
6 Cl 0.728
7 C -0.337
8 C -0.017
9 O 0.089
10 H 0.159
11 H 0.091
12 H 0.093
13 H 0.088


The computed energies, referenced to the most stable structure and given in hartree, are model one 0.0762; model two 0.0000.


Model one:
Entry from OMol25: 2 unconnected molecules or ions with the total composition C4H14N2O (ωB97M-V/def2-TZVPD).

```
21
C4H14N2O ωB97M-V/def2-TZVPD
C 1.16 -0.37 -2.05
C 0.30 -1.34 -1.03
C -0.86 -0.75 -0.24
C -0.72 -0.23 1.20
N 0.04 -1.18 2.14
N 1.14 1.05 -1.92
H 2.16 -0.81 -1.99
H 0.82 -0.65 -3.07
H 0.07 -2.10 -1.82
H 1.27 -1.76 -0.52
H -1.61 -1.61 -0.24
H -1.18 0.12 -0.78
H -0.07 0.61 1.08
H -1.76 0.26 1.44
H -0.08 -2.08 1.73
H -0.63 -1.46 2.94
H 2.00 1.60 -2.13
H 0.75 1.50 -1.07
H -1.33 3.36 2.74
H -0.54 3.12 1.41
O -0.94 2.72 2.19
```

M = 106.17 g mol⁻¹
Spin multiplicity = 2
Total charge = -1
⟨S²⟩ = 0.75
Orbital gap (alpha / beta) = 2.582 / 9.146 eV

Atomic charges from the Löwdin analysis, expressed in e, are listed below:
1 C -0.346
2 C -0.195
3 C -0.275
4 C -0.361
5 N -0.019
6 N -0.065
7 H 0.075
8 H 0.078
9 H 0.089
10 H 0.115
11 H 0.112
12 H 0.067
13 H 0.024
14 H 0.101
15 H 0.005
16 H 0.070
17 H 0.063
18 H 0.014
19 H -0.081
20 H -0.094
21 O -0.376


Model two:
Entry from OMol25: 2 unconnected molecules or ions with the total composition C4H14N2O (ωB97M-V/def2-TZVPD).

```
21
C4H14N2O ωB97M-V/def2-TZVPD
C 2.11 1.21 0.18
C 0.87 0.33 0.06
C 0.15 0.10 1.38
C -1.28 -0.39 1.13
N -2.14 0.70 0.71
N 1.14 -0.95 -0.58
H 1.87 2.16 0.68
H 2.87 0.74 0.81
H 2.56 1.40 -0.79
H 0.14 0.85 -0.59
H 0.06 1.08 1.85
H 0.69 -0.61 2.01
H -1.26 -1.15 0.34
H -1.66 -0.95 1.99
H -2.51 1.22 1.48
H -2.85 0.53 0.02
H 1.54 -1.68 -0.01
H 1.57 -0.88 -1.49
H -1.82 -1.80 -3.14
H -1.03 -0.66 -2.64
O -1.03 -1.25 -3.40
```

M = 106.17 g mol⁻¹
Spin multiplicity = 2
Total charge = -1
⟨S²⟩ = 0.75
Orbital gap (alpha / beta) = 2.510 / 8.991 eV

Atomic charges from the Löwdin analysis, expressed in e, are listed below:
1 C -0.105
2 C -0.519
3 C -0.197
4 C -0.434
5 N -0.052
6 N 0.018
7 H 0.061
8 H 0.062
9 H 0.059
10 H 0.102
11 H 0.096
12 H 0.100
13 H 0.055
14 H 0.073
15 H 0.030
16 H -0.033
17 H 0.052
18 H 0.047
19 H -0.057
20 H -0.055
21 O -0.305


The computed energies, referenced to the most stable structure and given in hartree, are model one 0.0727; model two 0.0000.


Model one:
Entry from OMol25: 2 unconnected molecules or ions with the total composition C4H6N2O (ωB97M-V/def2-TZVPD).

```
13
C4H6N2O ωB97M-V/def2-TZVPD
C 1.79 -0.43 0.05
C -0.60 -1.20 -0.01
C 2.06 1.66 0.56
C -1.88 -1.65 -0.01
N 0.50 -0.80 0.04
N 2.90 -0.84 -0.21
O 3.99 -1.03 -0.46
H 1.08 1.99 0.05
H 2.91 2.03 -0.10
H 2.48 1.59 1.66
H -2.08 -2.72 0.03
H -2.56 -1.20 -0.76
H -2.33 -1.36 0.85
```

M = 98.10 g mol⁻¹
Spin multiplicity = 1
Total charge = +2
Orbital gap = 8.823 eV

Atomic charges from the Löwdin analysis, expressed in e, are listed below:
1 C -0.052
2 C 0.137
3 C 0.287
4 C 0.075
5 N 0.287
6 N 0.076
7 O 0.376
8 H 0.112
9 H 0.101
10 H 0.143
11 H 0.169
12 H 0.181
13 H 0.107


Model two:
Entry from OMol25: a gas-phase ion, C4H6N2O (charge +2) (ωB97M-V/def2-TZVPD).

```
13
C4H6N2O ωB97M-V/def2-TZVPD
C -1.12 -1.20 0.38
C -0.53 0.23 0.23
C 0.71 0.06 -0.02
N 1.74 -0.12 -0.77
N 3.12 0.03 -0.48
C 3.93 -0.21 0.45
O 4.91 -0.36 0.74
H -1.10 -1.86 -0.43
H -2.20 -0.80 0.58
H -0.79 -1.51 1.34
H -0.72 0.85 1.11
H -0.79 0.74 -0.69
H 3.75 0.33 -1.27
```

M = 98.10 g mol⁻¹
Spin multiplicity = 1
Total charge = +2
SMILES string = CCC#[N+][NH+]=C=O
Orbital gap = 9.218 eV

Atomic charges from the Löwdin analysis, expressed in e, are listed below:
1 C 0.051
2 C -0.125
3 C 0.127
4 N 0.281
5 N 0.180
6 C -0.103
7 O 0.540
8 H 0.094
9 H 0.167
10 H 0.093
11 H 0.214
12 H 0.217
13 H 0.263


Model three:
Entry from OMol25: 2 unconnected molecules or ions with the total composition C4H6N2O (ωB97M-V/def2-TZVPD).

```
13
C4H6N2O ωB97M-V/def2-TZVPD
C 2.35 -0.51 0.06
C -2.08 -0.05 0.01
C 3.16 0.59 -0.07
C -3.40 -0.50 -0.05
N -0.94 0.28 0.21
N 0.16 0.69 0.27
O 1.68 -1.40 0.00
H 3.55 0.74 -1.09
H 4.20 0.67 0.42
H 2.73 1.52 0.34
H -3.69 -0.46 -1.19
H -4.08 0.04 0.63
H -3.64 -1.59 0.46
```

M = 98.10 g mol⁻¹
Spin multiplicity = 1
Total charge = +2
Orbital gap (alpha / beta) = 7.585 / 7.497 eV

Atomic charges from the Löwdin analysis, expressed in e, are listed below:
1 C -0.065
2 C 0.133
3 C 0.052
4 C 0.026
5 N 0.073
6 N 0.344
7 O 0.375
8 H 0.167
9 H 0.196
10 H 0.150
11 H 0.182
12 H 0.147
13 H 0.220


The computed energies, referenced to the most stable structure and given in hartree, are model one 0.0692; model two 0.0626; model three 0.0000.